No. 1
An isolated molecule of C3H8N2O. Source: the Open Molecules 2025 dataset; level of theory: ωB97M-V with the def2-TZVPD basis set.

The geometry in XYZ format:
```
14
C3H8N2O, DFT ωB97M-V with the def2-TZVPD basis set
C -1.2641 -1.0092 0.3920
N -0.2390 0.0147 0.2281
C -0.6838 1.2566 -0.3919
C 1.0028 -0.4565 -0.2611
O 1.1221 -1.4011 -1.0151
N 2.0917 0.2505 0.1982
H -0.7975 -1.8975 0.8220
H -1.9992 -0.6311 1.1123
H -1.8034 -1.3270 -0.5144
H -0.7660 1.1988 -1.4906
H -1.6679 1.5175 0.0084
H 0.0235 2.0541 -0.1552
H 2.9734 -0.2008 -0.0214
H 1.9956 0.6429 1.1232
```

* 2S+1: 1
* orbital gap: 10.02 eV
* lowest unoccupied orbital energy: 0.0349 hartree
* highest occupied orbital energy: -0.333 Ha
* total energy: -303.87066 Eh
* energy above the lowest of the compared OMol25 structures with the same formula, charge and spin: 13.47 kcal per mole

No. 2
An isolated molecule of C5H8 in a non-equilibrium geometry. Source: the Open Molecules 2025 dataset; level of theory: ωB97M-V with the def2-TZVPD basis set.

The geometry in XYZ format:
```
13
C5H8, DFT ωB97M-V with the def2-TZVPD basis set
C 1.1106 0.6445 0.0583
C 1.4233 -0.7993 0.1114
C -0.1956 1.2038 -0.2147
C -2.0834 -0.5203 0.1473
C -1.2683 0.4684 0.4166
H 1.8762 1.3451 0.3669
H -0.1744 0.8713 -1.2851
H -0.2560 2.2884 -0.1216
H 1.1917 -1.1833 1.1180
H 0.8170 -1.3819 -0.5859
H 2.4749 -0.9998 -0.0953
H -1.9575 -1.2288 -0.6772
H -2.9586 -0.7083 0.7613
```

* 2S+1: 1
* orbital gap (spin up / spin down): 7.50 / 9.06 eV
* lowest unoccupied orbital energy (spin up / spin down): 0.0035 / 0.0302 hartree
* highest occupied orbital energy (spin up / spin down): -0.272 / -0.303 Ha
* total energy: -195.13055 Eh
* energy above the lowest of the compared OMol25 structures with the same formula, charge and spin: 101.33 kcal per mole

No. 3
An isolated molecule of C4H7NO. Source: the Open Molecules 2025 dataset; level of theory: ωB97M-V with the def2-TZVPD basis set.

The geometry in XYZ format:
```
13
C4H7NO, DFT ωB97M-V with the def2-TZVPD basis set
O 1.2370 2.7632 -1.0514
C 0.5628 1.8967 -0.5532
C 0.9718 0.4029 -0.4277
N 0.0120 -0.1856 0.4486
C -1.3164 -0.6347 0.1934
C -0.2418 -1.5432 0.7738
H -0.4335 2.1129 -0.1110
H 1.9381 0.3579 0.1094
H 1.0432 -0.0914 -1.4002
H -1.7066 -0.8845 -0.8059
H -2.0206 -0.1050 0.8275
H -0.1293 -1.6966 1.8423
H 0.0833 -2.3926 0.1543
```

* 2S+1: 1
* orbital gap: 10.26 eV
* lowest unoccupied orbital energy: 0.0380 hartree
* highest occupied orbital energy: -0.339 Ha
* total energy: -286.52751 Eh
* energy above the lowest of the compared OMol25 structures with the same formula, charge and spin: 65.35 kcal per mole

No. 4
A cluster of 2 separate species, C3H10NOS in total in a non-equilibrium geometry. Source: the Open Molecules 2025 dataset; level of theory: ωB97M-V with the def2-TZVPD basis set.

The geometry in XYZ format:
```
16
C3H10NOS, DFT ωB97M-V with the def2-TZVPD basis set
C -0.0627 1.0473 2.6345
C -0.7834 -0.0962 1.8671
S -1.5445 0.5220 0.3198
H 1.0029 0.8301 2.7914
H 0.0024 1.9539 2.0350
H -0.5734 1.1643 3.5756
H -1.5564 -0.5615 2.4647
H -0.0043 -0.7947 1.5579
H 0.3072 0.5575 -0.6403
N 1.3858 -1.7562 -2.1899
C 1.0981 -0.2889 -2.2753
O 1.2036 0.3134 -1.0262
H 0.4508 -2.1222 -2.0285
H 1.6734 -1.8130 -1.2066
H 0.1052 -0.1298 -2.6133
H 1.7621 0.1911 -2.9975
```

* 2S+1: 1
* orbital gap: 6.96 eV
* net charge: -1
* lowest unoccupied orbital energy: 0.1502 hartree
* highest occupied orbital energy: -0.105 Ha
* total energy: -648.50064 Eh
* energy above the lowest of the compared OMol25 structures with the same formula, charge and spin: 19.40 kcal per mole

Q: What is the energy above the lowest of the compared OMol25 structures with the same formula, charge and spin in the third record?
A: 65.35 kcal per mole

Q: Which formula does entry 2 have?
A: C5H8